(1)
Formula: H26O13
Source: the OMol25 dataset
Level of theory: the ωB97M-V functional and the def2-TZVPD basis

Each line ends with the Mulliken charge.
Element x y z (Å)
O (-7.962, 13.964, -5.290)  -0.62
H (-8.760, 13.601, -4.958)  0.26
H (-7.991, 13.582, -6.194)  0.35
O (-10.787, 9.725, -2.867)  -0.65
H (-11.612, 9.776, -3.359)  0.29
H (-10.158, 9.737, -3.576)  0.33
O (-8.897, 12.762, -2.110)  -0.04
H (-8.718, 12.009, -2.711)  0.14
H (-8.325, 12.608, -1.359)  0.13
O (-9.355, 15.290, -2.586)  -0.67
H (-9.176, 14.388, -2.322)  0.41
H (-9.317, 15.835, -1.820)  0.31
O (-6.491, 15.303, -0.153)  -0.66
H (-5.826, 15.001, 0.454)  0.29
H (-7.300, 14.832, 0.131)  0.35
O (-10.537, 12.803, -4.992)  -0.62
H (-11.033, 12.984, -4.205)  0.26
H (-11.183, 12.276, -5.419)  0.28
O (-8.801, 14.187, 0.706)  -0.69
H (-9.698, 14.151, 0.341)  0.29
H (-8.912, 13.909, 1.629)  0.31
O (-7.894, 10.858, -3.946)  -0.51
H (-7.407, 10.272, -3.391)  0.25
H (-7.303, 11.206, -4.628)  0.24
O (-6.025, 13.351, -3.476)  -0.59
H (-6.700, 13.408, -4.151)  0.34
H (-5.946, 12.433, -3.252)  0.28
O (-8.455, 9.534, -1.309)  -0.62
H (-9.329, 9.210, -1.508)  0.29
H (-8.635, 10.275, -0.745)  0.37
O (-9.583, 9.718, -5.536)  -0.70
H (-9.254, 10.366, -4.881)  0.38
H (-8.819, 9.138, -5.708)  0.32
O (-6.623, 12.395, -0.583)  -0.56
H (-6.034, 12.995, -1.048)  0.32
H (-6.381, 11.513, -0.786)  0.24
O (-9.237, 11.196, 0.752)  -0.72
H (-10.131, 11.314, 0.373)  0.36
H (-8.880, 12.112, 0.736)  0.29

frontier orbital gap: 0.374 Ha
multiplicity: 1
LUMO level: -0.0042 hartree
HOMO: -10.28 eV
net charge: 0
energy relative to the best compared isomer or geometry (same formula, charge and spin): 181.4 kJ/mol

(2)
Formula: H26O13
Source: the OMol25 dataset
Level of theory: the ωB97M-V functional and the def2-TZVPD basis

Each line ends with the Mulliken charge.
Element x y z (Å)
O (-0.733, 1.591, 1.631)  -0.44
H (-1.344, 2.239, 1.982)  0.23
H (-0.946, 1.541, 0.699)  0.13
O (1.050, -2.997, 1.852)  -0.61
H (0.236, -2.505, 1.743)  0.37
H (0.803, -3.908, 1.694)  0.30
O (-1.490, 2.137, -0.993)  -0.64
H (-2.194, 2.171, -1.640)  0.27
H (-0.841, 2.763, -1.311)  0.28
O (2.449, 2.719, 0.178)  -0.64
H (2.994, 2.302, 0.846)  0.28
H (2.003, 1.993, -0.256)  0.37
O (1.470, -2.180, -3.211)  -0.61
H (1.356, -1.359, -2.733)  0.38
H (0.623, -2.334, -3.629)  0.27
O (1.403, 1.591, -2.420)  -0.56
H (0.732, 0.992, -2.748)  0.38
H (1.426, 2.300, -3.062)  0.26
O (-1.196, -2.877, -0.797)  -0.61
H (-0.866, -1.997, -0.615)  0.37
H (-1.673, -3.123, -0.005)  0.31
O (0.418, -0.314, -0.317)  -0.13
H (0.220, 0.376, -0.951)  0.23
H (0.668, 0.156, 0.478)  0.05
O (0.355, 0.156, 3.881)  -0.58
H (0.552, 0.934, 3.360)  0.27
H (-0.565, 0.257, 4.124)  0.29
O (-0.442, 0.049, -3.105)  -0.55
H (-0.787, -0.687, -3.611)  0.22
H (-1.130, 0.714, -3.149)  0.21
O (2.991, 0.242, 2.201)  -0.54
H (3.928, 0.053, 2.173)  0.25
H (2.927, 1.071, 2.676)  0.29
O (-1.464, -1.648, 1.807)  -0.71
H (-2.206, -1.418, 1.249)  0.38
H (-1.166, -0.812, 2.166)  0.22
O (-3.054, -0.400, 0.083)  -0.57
H (-3.961, -0.163, -0.113)  0.25
H (-2.546, 0.374, -0.158)  0.35

frontier orbital gap: 0.320 Ha
multiplicity: 1
LUMO level: -0.0338 hartree
HOMO: -9.62 eV
net charge: 0
energy relative to the best compared isomer or geometry (same formula, charge and spin): 249.7 kJ/mol

(3)
Formula: H26O13
Source: the OMol25 dataset
Level of theory: the ωB97M-V functional and the def2-TZVPD basis

Each line ends with the Mulliken charge.
Element x y z (Å)
O (-1.111, 3.057, -0.950)  -0.69
H (-1.421, 3.374, -0.151)  0.26
H (-0.546, 2.145, -0.879)  0.49
O (-0.139, 0.667, -0.568)  -0.27
H (-0.421, 0.401, 0.272)  0.27
H (-0.210, 0.191, -1.391)  0.19
O (-2.166, 1.556, 2.087)  -0.58
H (-3.033, 1.633, 2.557)  0.30
H (-1.532, 1.806, 2.707)  0.30
O (0.765, -0.369, -2.977)  -0.68
H (1.334, 0.489, -2.747)  0.34
H (0.692, -0.318, -3.980)  0.27
O (0.672, -0.013, 2.459)  -0.48
H (1.391, 0.135, 1.868)  0.51
H (-0.039, 0.575, 2.221)  0.04
O (-1.384, -1.315, -1.219)  -0.65
H (-1.713, -0.659, -1.790)  0.34
H (-0.684, -1.600, -1.795)  0.26
O (1.579, 1.951, -2.005)  -0.72
H (0.957, 2.098, -1.216)  0.24
H (1.822, 2.888, -2.317)  0.35
O (2.818, -0.229, 1.058)  -0.73
H (3.730, -0.727, 0.849)  0.37
H (2.521, -0.917, 1.801)  0.27
O (-2.396, -3.731, 1.326)  -0.63
H (-1.418, -3.814, 0.927)  0.30
H (-2.388, -2.851, 1.288)  0.41
O (0.795, -2.162, 3.497)  -0.64
H (0.613, -2.290, 2.525)  0.30
H (0.054, -1.578, 3.758)  0.31
O (-1.799, 0.684, -3.153)  -0.66
H (-1.228, 1.067, -3.813)  0.28
H (-2.334, 1.259, -2.637)  0.31
O (-1.786, -1.062, 1.377)  -0.68
H (-2.500, -0.456, 1.735)  0.27
H (-1.880, -1.150, 0.452)  0.43
O (4.256, 0.552, -0.756)  -0.65
H (3.832, 1.504, -0.647)  0.33
H (3.575, 0.122, -1.011)  0.33

frontier orbital gap: 0.368 Ha
multiplicity: 1
LUMO level: -0.0063 hartree
HOMO: -10.19 eV
net charge: 0
energy relative to the best compared isomer or geometry (same formula, charge and spin): 566.4 kJ/mol

(4)
Formula: H26O13Xe
Source: the OMol25 dataset
Level of theory: the ωB97M-V functional and the def2-TZVPD basis

Each line ends with the Mulliken charge.
Element x y z (Å)
Xe (0.651, -0.144, 0.342)  0.07
O (-2.356, 0.432, 2.630)  -0.63
H (-2.599, 1.351, 2.517)  0.31
H (-2.615, 0.012, 1.810)  0.35
O (0.287, 0.857, -2.964)  -0.51
H (0.535, 1.473, -3.653)  0.28
H (1.109, 0.433, -2.715)  0.25
O (-0.543, -4.148, 0.515)  -0.62
H (-0.223, -3.748, 1.323)  0.39
H (-0.496, -3.447, -0.135)  0.30
O (2.981, 0.257, -2.180)  -0.69
H (3.360, 0.492, -3.027)  0.29
H (3.736, 0.063, -1.624)  0.30
O (-2.221, 1.036, -1.738)  -0.62
H (-1.740, 0.869, -2.548)  0.27
H (-2.560, 1.926, -1.839)  0.28
O (-2.991, -0.866, 0.124)  -0.75
H (-3.839, -1.190, -0.178)  0.31
H (-2.817, -0.101, -0.424)  0.37
O (-0.202, 3.086, -1.011)  -0.64
H (-0.524, 2.222, -1.269)  0.31
H (-0.144, 3.575, -1.832)  0.30
O (-1.929, -2.839, -1.703)  -0.58
H (-2.327, -2.012, -1.431)  0.35
H (-1.975, -2.824, -2.659)  0.29
O (0.391, 3.312, 1.819)  -0.64
H (0.347, 3.081, 0.891)  0.29
H (0.566, 4.253, 1.824)  0.29
O (2.795, 2.703, -0.979)  -0.69
H (1.868, 2.879, -0.817)  0.39
H (2.803, 1.867, -1.445)  0.43
O (2.806, -2.989, 0.736)  -0.60
H (2.012, -2.865, 1.255)  0.33
H (3.456, -3.306, 1.364)  0.27
O (0.362, 1.047, 3.503)  -0.62
H (-0.348, 0.591, 3.051)  0.26
H (0.456, 1.874, 3.030)  0.39
O (0.597, -3.160, 2.769)  -0.64
H (-0.064, -2.834, 3.380)  0.28
H (1.397, -3.220, 3.291)  0.27

frontier orbital gap: 0.343 Ha
multiplicity: 1
LUMO level: -0.0152 hartree
HOMO: -9.75 eV
net charge: 0
energy relative to the best compared isomer or geometry (same formula, charge and spin): 108.4 kJ/mol

(5)
Formula: H27MnO16P
Source: the OMol25 dataset
Level of theory: the ωB97M-V functional and the def2-TZVPD basis

Each line ends with the Löwdin spin population.
Element x y z (Å)
O (0.039, -2.938, -0.724)  0.00
H (0.831, -2.404, -0.823)  0.00
H (-0.675, -2.401, -0.373)  0.00
H (-0.235, -3.261, -1.585)  0.00
O (-0.776, 3.096, 1.609)  0.00
H (-0.765, 2.397, 0.952)  0.00
H (-0.234, 2.830, 2.355)  0.00
H (-1.647, 3.265, 1.976)  0.00
O (0.628, -0.570, -3.477)  0.00
H (0.795, 0.051, -4.189)  0.00
H (0.788, -0.204, -2.604)  0.00
H (-0.257, -0.943, -3.476)  0.00
Mn (-2.796, 0.445, -0.575)  4.78
P (-0.238, 0.337, -0.075)  0.01
O (0.725, 0.228, -1.268)  0.00
O (0.484, 0.401, 1.310)  0.01
O (-1.227, -0.893, -0.189)  0.08
O (-1.171, 1.583, -0.257)  0.06
O (-3.960, -1.291, -0.953)  0.04
H (-4.676, -1.844, -0.639)  0.00
H (-3.577, -1.784, -1.679)  0.00
O (1.326, -2.341, 1.564)  0.00
H (0.970, -1.472, 1.378)  0.00
H (1.997, -2.189, 2.229)  0.00
O (2.220, 0.328, 3.638)  0.33
H (2.805, -0.416, 3.495)  0.00
H (1.632, 0.320, 2.884)  0.00
O (1.187, 2.337, -2.589)  0.00
H (0.887, 2.005, -3.436)  0.00
H (0.967, 1.643, -1.968)  0.00
O (2.476, -1.834, -0.977)  0.00
H (2.134, -0.968, -0.751)  0.00
H (3.249, -1.939, -0.422)  0.00
O (-1.872, -2.669, 1.840)  0.00
H (-2.137, -3.294, 1.165)  0.00
H (-1.409, -1.981, 1.361)  0.00
O (-1.336, 0.249, 3.071)  0.00
H (-0.863, 0.332, 3.899)  0.00
H (-0.650, 0.227, 2.404)  0.00
O (2.448, 1.921, 0.192)  0.45
H (2.220, 1.659, -0.700)  0.01
H (1.865, 1.406, 0.750)  0.00
O (-0.884, 3.862, -1.331)  0.20
H (-1.100, 2.977, -1.038)  0.00
H (-0.186, 3.739, -1.973)  0.00

frontier orbital gap (spin up / spin down): 0.305 / 0.108 Ha
multiplicity: 7
LUMO level (spin up / spin down): -0.4108 / -0.5988 hartree
HOMO (spin up / spin down): -19.49 / -19.23 eV
net charge: +3
⟨S²⟩: 12.0116

(6)
Formula: H27O14
Source: the OMol25 dataset
Level of theory: the ωB97M-V functional and the def2-TZVPD basis

Each line ends with the Mulliken charge.
Element x y z (Å)
O (-2.947, -0.762, 0.283)  -0.61
H (-2.336, -1.163, 0.941)  0.32
O (-3.656, 3.428, -1.442)  -0.64
H (0.006, -0.717, 1.675)  0.27
H (0.115, 0.037, 4.908)  0.27
O (-0.915, 3.562, 1.394)  -0.62
H (-0.667, -0.647, 3.814)  0.46
H (-1.287, -1.136, -2.483)  0.29
O (-1.652, -1.942, -2.159)  -0.56
H (0.425, -0.143, 0.153)  0.42
H (-1.474, -2.754, -2.628)  0.26
O (4.322, 2.020, 0.585)  -0.66
H (-2.887, -1.209, -0.568)  0.28
H (-3.158, 3.233, -2.240)  0.29
O (0.741, -3.609, 0.439)  -0.70
H (5.163, 1.991, 0.065)  0.32
H (0.267, -3.420, 1.239)  0.26
O (-0.328, 0.576, 0.316)  -0.49
H (-1.320, 1.323, -4.029)  0.34
H (0.161, 1.209, -0.228)  0.19
O (-0.798, -0.181, 4.713)  -0.69
H (-0.203, 3.018, 1.738)  0.30
H (3.707, 1.405, 0.080)  0.36
O (2.163, -1.528, -2.344)  -0.80
H (2.176, -2.506, -2.449)  0.36
H (-1.473, 3.528, 2.173)  0.31
O (4.468, -1.014, -1.237)  -0.68
H (4.238, -1.417, -0.290)  0.31
H (3.655, -1.082, -1.749)  0.44
O (1.526, -1.162, 0.157)  -0.95
H (0.934, -2.738, -0.015)  0.35
H (0.220, -2.023, 2.332)  0.23
O (-0.355, -1.260, 2.388)  -0.64
H (-2.428, 1.198, 1.305)  0.28
H (2.324, -0.718, 0.392)  -0.02
O (-0.859, 0.709, -4.681)  -0.64
H (1.845, -1.515, -1.394)  0.50
H (-0.373, 0.216, -3.998)  0.30
O (-2.845, 1.702, 2.021)  -0.60
H (-3.029, 3.228, -0.761)  0.34
H (-3.464, 2.261, 1.580)  0.25

frontier orbital gap: 0.342 Ha
multiplicity: 1
LUMO level: 0.0843 hartree
HOMO: -7.00 eV
net charge: -1
energy relative to the best compared isomer or geometry (same formula, charge and spin): 257.1 kJ/mol

no.,E (a.u.)
1,-993.7042
2,-993.6781
3,-993.5575
4,-1323.0692
5,-2711.2138
6,-1069.5891